# 1
132
Properties=species:S:1:pos:R:3 method="wB97M-V/def2-TZVPD" homo_lumo_gap_ev=9.62 e_tot_ev=-59180.46830 lumo_ev=0.19 e_homo_ev=-9.4235 smiles=CC(C)O.CC(C)O.CC(C)O.CC(C)O.CC(C)O.CC(C)O.CC(C)O.CC(C)O.CC(C)O.CC(C)O.CO.CO max_force_ev_per_a=2.3
C 3.68102 0.22432 -1.12838
C 4.02752 -1.10812 -0.49564
C 5.26969 -1.02513 0.40720
O 2.92286 -1.54916 0.29623
H 2.67277 0.32532 -1.53842
H 4.37787 0.45397 -1.93593
H 3.73665 1.05373 -0.42165
H 4.18739 -1.80442 -1.32608
H 5.65035 -2.03954 0.53844
H 4.94704 -0.62051 1.36538
H 6.04865 -0.39962 -0.02637
H 3.18908 -2.39591 0.70631
C 2.87834 -4.93827 2.94863
C 2.54594 -5.07960 1.46928
C 1.11609 -4.63651 1.19149
O 3.45799 -4.24945 0.72132
H 3.81231 -5.43731 3.21823
H 2.14708 -5.45455 3.58145
H 2.85455 -3.89032 3.24252
H 2.64371 -6.10022 1.08305
H 1.05351 -3.57375 1.44939
H 0.33477 -5.15331 1.74216
H 0.91549 -4.73227 0.12309
H 4.33020 -4.64984 0.82269
C -1.14161 5.88181 -1.51227
C -1.42363 4.39189 -1.76936
C -2.01455 3.70544 -0.53244
O -2.31545 4.26076 -2.85887
H -0.32322 5.93173 -0.78685
H -2.01971 6.46413 -1.23598
H -0.72411 6.32375 -2.42071
H -0.44740 3.97874 -2.02533
H -1.36593 3.88050 0.32704
H -1.99179 2.63880 -0.75786
H -3.01674 4.08330 -0.33226
H -3.20728 4.51614 -2.61242
C -0.87734 0.32673 -5.67324
C 0.12518 0.61134 -4.55703
C -0.47059 1.29841 -3.32293
O 0.75382 -0.61296 -4.19456
H -1.44959 1.20100 -5.99058
H -1.58859 -0.41798 -5.30407
H -0.33830 -0.07385 -6.52969
H 0.90185 1.23648 -5.00594
H 0.23906 1.98831 -2.86027
H -0.82009 0.57919 -2.58509
H -1.27361 1.97367 -3.63241
H 0.12481 -1.12137 -3.65971
C -3.35369 0.28961 5.74187
C -3.23081 0.19710 4.20310
C -4.26568 1.12191 3.58899
O -1.92801 0.64655 3.82134
H -3.53778 1.29334 6.12119
H -2.39910 0.00313 6.20081
H -4.05890 -0.44715 6.13362
H -3.38921 -0.83406 3.87825
H -4.08565 2.17661 3.79189
H -5.24282 0.85178 3.99044
H -4.25794 1.00455 2.50134
H -1.31023 -0.07010 4.08458
C 0.29141 3.38703 3.70572
C -0.90416 4.10607 4.32600
C -1.98391 4.30850 3.26293
O -1.44651 3.25744 5.34365
H 0.67169 3.97291 2.86008
H 0.05407 2.40253 3.30171
H 1.10491 3.25592 4.42097
H -0.60052 5.03504 4.80120
H -1.98225 3.42875 2.61193
H -1.78477 5.14097 2.58134
H -2.98006 4.41715 3.68739
H -1.58784 2.37740 4.96344
C 0.02058 0.96296 0.43745
C -0.39133 -0.48839 0.66998
C -1.88452 -0.64113 0.49366
O 0.28095 -1.29039 -0.31046
H 0.04084 1.34983 -0.57635
H 1.09089 0.97815 0.70753
H -0.43912 1.64857 1.15047
H -0.14471 -0.82010 1.68433
H -2.39137 -0.00466 1.22129
H -2.19325 -1.67679 0.67410
H -2.23603 -0.34671 -0.49840
H 1.22977 -1.27053 -0.05302
C -5.73423 -0.74021 -2.35796
C -5.35750 0.22031 -3.47072
C -3.93160 0.73971 -3.30221
O -5.48233 -0.38965 -4.75266
H -4.99086 -1.52406 -2.22120
H -6.71298 -1.19410 -2.54656
H -5.92726 -0.24086 -1.40595
H -6.03761 1.07603 -3.41621
H -3.71110 1.19865 -2.33286
H -3.74980 1.57117 -3.98954
H -3.21168 -0.06251 -3.46508
H -5.61525 0.33087 -5.37482
C 2.22697 -3.66853 -2.89367
C 1.89994 -5.13517 -2.69076
C 1.75752 -5.95788 -3.95812
O 2.88775 -5.77970 -1.86582
H 3.24028 -3.48673 -3.24823
H 1.98238 -3.09689 -1.99284
H 1.55597 -3.19896 -3.61918
H 0.94649 -5.22713 -2.15288
H 2.68065 -6.16885 -4.49405
H 1.02766 -5.46568 -4.60584
H 1.29847 -6.92157 -3.72171
H 2.98030 -5.23915 -1.06838
C 5.52772 3.22946 -0.08961
C 4.55367 4.08781 0.69076
C 3.15070 3.48033 0.86934
O 5.08930 4.44284 1.95963
H 5.31375 3.26482 -1.15704
H 5.43588 2.18166 0.20646
H 6.55714 3.53988 0.08419
H 4.43964 4.99796 0.08113
H 2.61056 4.15590 1.53045
H 3.27638 2.46363 1.24409
H 2.59432 3.39817 -0.06684
H 4.42905 4.97419 2.41242
C -0.18588 -2.61676 4.13886
O -0.13060 -1.29257 4.65385
H -0.86337 -2.59768 3.28040
H 0.77267 -2.92424 3.71601
H -0.55654 -3.37940 4.82365
H 0.13827 -1.33774 5.57748
C -2.10647 -3.21008 -2.19875
O -1.13538 -2.20911 -2.44547
H -2.41661 -3.61299 -3.16272
H -1.72304 -3.98268 -1.52982
H -3.01134 -2.74904 -1.78203
H -0.69296 -1.93276 -1.61508

***

# 2
19
Properties=species:S:1:pos:R:3 method="wB97M-V/def2-TZVPD" homo_lumo_gap_ev=9.84 e_tot_ev=-8358.71186 lumo_ev=0.98 e_homo_ev=-8.8578 smiles="[H]/N=C(/C)NC.C=C" max_force_ev_per_a=1.5
H 0.60027 2.17619 0.31118
N 0.46268 1.65114 1.16942
C -0.35051 0.68607 1.08938
C -0.67552 -0.10772 2.32311
N -1.07282 0.28187 -0.03904
C -1.07721 0.98872 -1.29656
H -0.47120 -1.16587 2.16692
H -0.06259 0.24993 3.14400
H -1.72961 0.00406 2.57321
H -1.65442 -0.53836 0.03461
H -0.32496 0.58598 -1.98575
H -0.83986 2.04592 -1.17667
H -2.05942 0.89718 -1.75769
C 1.35534 -1.38916 -0.46725
C 1.68798 -1.17412 -1.73116
H 0.90799 -2.31810 -0.14746
H 1.69620 -0.73600 0.35342
H 2.12282 -0.24181 -2.05584
H 1.48484 -1.89592 -2.50784

***

# 3
52
Properties=species:S:1:pos:R:3 method="wB97M-V/def2-TZVPD" homo_lumo_gap_ev=8.22 e_tot_ev=-112537.58556 lumo_ev=-1.05 e_homo_ev=-9.2683 smiles="O=C1c2ccccc2C(=O)c2c(Br)cccc21.O=[N+]([O-])c1ccccc1.O=[N+]([O-])c1ccccc1" max_force_ev_per_a=2.9
O 1.80578 -1.66470 -0.07006
C 1.75945 -0.61276 -0.66641
C 3.04304 0.18876 -1.06992
C 4.23930 -0.41176 -1.63816
C 5.33546 0.50435 -1.98729
C 5.26167 1.95393 -1.74826
C 4.04786 2.55645 -1.17368
C 2.95982 1.64876 -0.85175
C 1.62137 2.23648 -0.27782
O 1.61260 3.12133 0.53911
C 0.33131 1.55963 -0.86285
C -0.87452 2.29866 -1.21342
Br -0.95431 4.21223 -0.90917
C -2.00788 1.54661 -1.79582
C -1.91313 0.09996 -2.01087
C -0.69742 -0.64889 -1.62171
C 0.41791 0.09409 -1.06137
H 4.25486 -1.50825 -1.81485
H 6.25547 0.06980 -2.45556
H 6.13541 2.59522 -2.02108
H 3.93755 3.64906 -0.99716
H -2.88947 2.16505 -2.07264
H -2.78873 -0.39400 -2.46973
H -0.64105 -1.75848 -1.75718
O 5.87053 -3.79752 5.93682
N 5.82919 -4.01021 4.73731
O 6.56541 -4.78257 4.14801
C 4.82841 -3.28388 3.94858
C 3.99617 -2.36815 4.57784
C 3.06637 -1.66565 3.82354
C 2.97130 -1.88434 2.45350
C 3.80187 -2.81029 1.83487
C 4.73601 -3.51458 2.58229
H 4.06208 -2.19044 5.64356
H 2.41607 -0.94376 4.30306
H 2.25189 -1.33290 1.87075
H 3.72237 -2.97932 0.76890
H 5.38061 -4.23161 2.09022
O -4.69657 -0.71289 -1.54754
N -5.08272 0.35847 -1.97686
O -4.47200 1.05010 -2.78212
C -6.37176 0.85921 -1.49275
C -7.07984 0.12337 -0.55169
C -8.28872 0.61211 -0.07795
C -8.78162 1.82357 -0.54789
C -8.07076 2.54795 -1.49724
C -6.85974 2.06701 -1.97370
H -6.70427 -0.82109 -0.17948
H -8.84672 0.05000 0.66098
H -9.72395 2.20555 -0.17164
H -8.46001 3.49029 -1.86292
H -6.31198 2.64008 -2.71082

***

# 4
126
Properties=species:S:1:pos:R:3 method="wB97M-V/def2-TZVPD" homo_lumo_gap_ev=6.66 e_tot_ev=-176895.70898 lumo_ev=-4.71 e_homo_ev=-11.3718 charge=+1 max_force_ev_per_a=5.3
C -2.17561 0.51930 -0.42187
C -0.76380 1.28718 -0.43952
O 0.24040 0.40122 -1.01224
C 0.51892 -0.72477 -0.14010
C -0.05497 -2.11938 -0.72440
O -0.84899 -1.99016 -1.92633
C -0.11992 -2.36018 -3.10983
C 0.55339 -1.09328 -3.86634
O -0.36795 0.00568 -4.05891
C 0.08657 0.88502 -5.13837
C 1.02542 2.00182 -4.47103
N 2.35412 1.59390 -4.07804
C 3.32017 2.45073 -3.42205
C 2.99426 3.91661 -3.07664
C 4.00421 4.91361 -2.29719
C 3.90831 4.74123 -0.71016
C 4.69203 3.46892 -0.12296
F 5.45677 2.93640 -1.23994
F 5.66241 3.93952 0.79489
C 3.77439 2.26291 0.37580
F 4.48781 1.05289 0.08119
F 2.61956 2.23369 -0.48045
S 3.15403 2.31475 2.12864
F 1.55498 2.44155 1.57122
F 2.94688 0.63278 2.03836
F 4.65917 2.12747 2.80112
F 3.16802 3.97435 2.23099
F 2.52021 2.27214 3.67297
C 1.57511 4.42887 -3.52825
C 1.05755 5.92269 -3.31145
O 1.51229 6.82983 -4.05820
O 0.07431 6.26285 -2.34537
C 0.55885 3.45844 -4.24213
Br -1.21360 4.15064 -4.77809
H -2.15519 -0.30735 0.38527
H -3.03345 1.22658 -0.10411
H -2.42033 0.09116 -1.45909
H -0.84737 2.21535 -1.12223
H -0.45284 1.66323 0.59598
H 1.64991 -0.77568 0.07183
H 0.03184 -0.47846 0.88143
H -0.76508 -2.53704 0.08843
H 0.81388 -2.85710 -0.79837
H 0.73286 -3.10995 -2.92342
H -0.83363 -2.87419 -3.86070
H 1.04769 -1.44365 -4.83727
H 1.39541 -0.73260 -3.16589
H -0.86750 1.43915 -5.48083
H 0.58627 0.31824 -5.99360
H 2.62035 0.61125 -4.25359
H 4.32584 1.97717 -3.17737
H 3.59672 5.97210 -2.53159
H 5.06259 4.89940 -2.72669
H 4.35853 5.70088 -0.24799
H 2.80390 4.73462 -0.37854
H -0.78444 6.23994 -2.84858
O -1.13070 0.46082 3.21249
C -1.40421 1.42213 3.90071
O -2.66144 1.60948 4.33085
C -3.04650 2.60283 5.29520
C -3.29856 3.93901 4.62637
C -0.36644 2.46753 4.20591
H -2.31685 2.66829 6.10450
H -3.97640 2.24865 5.74645
H -2.39701 4.32529 4.14530
H -3.64327 4.67510 5.35591
H -4.05549 3.83681 3.84396
H -0.30093 3.16171 3.36671
H 0.59302 1.96991 4.33787
H -0.55249 3.01925 5.12548
O -2.27400 -1.53514 -8.07452
C -3.09610 -1.57721 -7.18514
O -3.22691 -0.53643 -6.33840
C -4.27857 -0.39556 -5.37474
C -3.93334 -1.12093 -4.09159
C -3.91420 -2.81642 -6.95151
H -5.23874 -0.70629 -5.79214
H -4.36483 0.67403 -5.16703
H -3.81889 -2.19498 -4.25341
H -4.71072 -0.96623 -3.33960
H -2.98145 -0.75721 -3.69462
H -3.32925 -3.52481 -6.36169
H -4.15357 -3.26491 -7.92415
H -4.86693 -2.62940 -6.46145
O -1.25912 3.06487 7.97198
C -0.66998 2.19371 8.57523
O 0.66651 2.24232 8.69724
C 1.43622 1.37241 9.54225
C 1.75926 0.07213 8.83469
C -1.40848 0.99991 9.11468
H 0.93898 1.21683 10.50211
H 2.36663 1.90182 9.75966
H 0.85430 -0.48497 8.58172
H 2.39066 -0.56110 9.46257
H 2.28198 0.26945 7.89478
H -1.54329 0.27092 8.31404
H -2.38686 1.33138 9.46945
H -0.92052 0.52646 9.96363
O -5.47822 -4.11584 -8.67047
C -5.83272 -5.16797 -9.15943
O -5.98837 -6.25324 -8.38413
C -6.57853 -7.48645 -8.82312
C -5.54928 -8.37351 -9.49403
C -6.01284 -5.30149 -10.64618
H -7.45050 -7.30153 -9.45437
H -6.94891 -7.98502 -7.92450
H -5.13773 -7.90603 -10.39126
H -5.99222 -9.33136 -9.77581
H -4.70895 -8.55856 -8.82007
H -5.04174 -5.48272 -11.10918
H -6.42589 -4.36559 -11.02866
H -6.70993 -6.08409 -10.93714
O 5.27658 -1.77298 10.95271
C 5.61240 -1.93359 9.80230
O 4.70875 -2.31843 8.88134
C 4.95238 -2.35637 7.46807
C 5.60574 -3.66257 7.06364
C 7.05479 -1.79891 9.39725
H 5.52249 -1.48248 7.14412
H 3.97413 -2.28218 6.98685
H 6.58233 -3.78795 7.53622
H 5.73796 -3.70741 5.98013
H 4.99084 -4.50932 7.37892
H 7.57639 -2.73162 9.61651
H 7.50189 -0.99011 9.97918
H 7.19641 -1.53642 8.35100

***

# 5
28
Properties=species:S:1:pos:R:3 method="wB97M-V/def2-TZVPD" homo_lumo_gap_ev="7.96 / 5.40" e_tot_ev=-13926.87020 lumo_ev="-9.83 / -11.36" e_homo_ev="-17.7851 / -16.7641" charge=+2 smiles="C[C@@H](C(N)N)[C@H]1NCC[NH+]=[NH+]1" max_force_ev_per_a=4.2
C -1.54788 -1.91290 0.11862
C -1.21069 -0.60301 -0.53008
C -2.27135 0.46421 -0.04767
N -2.12807 0.76395 1.37658
N -2.29139 1.58208 -0.89183
C 0.24597 -0.16674 0.01858
N 1.31964 -1.17376 -0.15903
C 2.57911 -0.84419 0.46582
C 3.10942 0.61658 -0.06910
N 1.96579 1.47534 -0.11520
N 0.81448 1.06812 -0.75217
H -0.91189 -2.66377 -0.23883
H -2.49912 -2.28676 -0.12236
H -1.53031 -1.74607 1.12043
H -1.28247 -0.65833 -1.59255
H -3.22638 -0.08652 -0.15272
H -2.34541 1.69869 1.80500
H -2.66147 0.19158 1.97406
H -2.18385 1.32817 -1.82566
H -1.89528 2.42796 -0.50266
H 0.12492 0.11947 1.05415
H 1.44341 -1.68132 -0.96630
H 3.43290 -1.52039 0.12073
H 2.41471 -0.64517 1.51358
H 3.88907 0.93630 0.59516
H 3.46002 0.41041 -1.14833
H 1.93010 2.09789 0.66456
H 1.25603 0.80817 -1.71279